(1)
Computed, not measured: a structure of composition C16H24ClNOOs at a distorted geometry, with ωB97M-V/def2-TZVPD.

Element x y z (Å)
1 C 0.58697 -2.35838 1.63318
2 Os -0.26394 -0.41649 1.51460
3 C 0.13743 0.66448 -5.27536
4 H 1.49612 1.52728 6.88243
5 H -1.78287 -1.54488 -0.53811
6 C -0.08641 -0.67464 -5.98279
7 C 0.36192 0.89187 5.15781
8 H -0.85995 -0.73586 5.29521
9 N -0.19019 -0.16384 5.78572
10 Cl 0.06205 0.40670 -3.49389
11 C -2.06105 -1.51876 1.69529
12 H -2.24096 1.76040 2.24340
13 C -2.16162 -0.43217 2.59787
14 H -0.80929 2.62559 -5.19519
15 H -1.06699 -1.09181 -5.73487
16 H 0.68304 -1.40089 -5.70435
17 H 1.56932 1.38132 -6.72737
18 H -0.01863 -3.19488 1.92873
19 H 0.23367 -2.18391 -0.58385
20 C 1.51356 1.22504 -5.64426
21 H -1.94740 1.28095 -5.43229
22 C 1.35784 -1.54845 2.51114
23 H 2.44634 1.16978 5.42019
24 C 0.72648 -1.83702 0.31007
25 O -0.02271 1.23888 4.02164
26 H 1.93736 -0.13612 -0.47674
27 C -2.13865 0.76495 1.83835
28 H -1.95393 1.11576 -0.36519
29 C -1.93813 -0.99008 0.37858
30 H 1.41725 -1.66542 3.58874
31 H 2.31168 0.53317 -5.35926
32 C -0.95235 1.65828 -5.68606
33 H -2.23238 -0.51077 3.68070
34 H 1.47133 2.63985 5.48110
35 C 2.02777 -0.57150 1.72092
36 H 2.73165 0.15559 2.09671
37 H -0.91529 1.81831 -6.76942
38 H 1.69210 2.18635 -5.15321
39 H -2.03038 -2.56050 1.97464
40 C 1.62924 -0.73108 0.37388
41 H -0.04219 -0.53096 -7.06802
42 H -0.17528 -0.27007 6.78611
43 C -2.01104 0.42873 0.47303
44 C 1.50849 1.59519 5.80020

Computed properties:
F_max: 5.4 eV/Å
Multiplicity: 5
Lowest unoccupied orbital energy (spin up / spin down): -7.479 / -10.736 eV
Charge: +2

(2)
Computed, not measured: a structure of composition FeH14O7 at a distorted geometry, with ωB97M-V/def2-TZVPD.

Element x y z (Å)
1 O 0.08277 -1.25930 2.04835
2 O -0.39444 0.04394 -2.37768
3 O -0.76595 1.80388 -0.26543
4 O 0.78749 1.15673 1.80574
5 H 0.54432 -0.96616 2.83402
6 H -2.74990 -0.67092 0.59463
7 O 0.48589 -1.82756 -0.47830
8 H 0.14784 1.74541 2.20639
9 H -1.23334 -0.09781 -2.81632
10 H 0.53451 -2.69278 -0.07177
11 H 0.95022 -1.92651 -1.30947
12 Fe 0.03759 -0.06727 0.35900
13 H 0.12488 0.54270 -3.00839
14 H 2.62793 0.92006 -0.26574
15 H 1.52416 1.15102 2.41692
16 H -0.29861 -2.10205 2.29445
17 H -2.21198 -0.93620 -0.79540
18 O -1.94155 -0.66556 0.08201
19 H -1.47108 2.41489 -0.05165
20 H -0.39799 2.13870 -1.08319
21 O 1.79779 0.56825 -0.58720
22 H 1.81944 0.72654 -1.53097

Computed properties:
F_max: 1.1 eV/Å
Multiplicity: 6
Lowest unoccupied orbital energy (spin up / spin down): -11.064 / -15.900 eV
Charge: +3

(3)
Computed, not measured: a cluster of 2 separate species, C38H38BF3O3S in total at a distorted geometry, with ωB97M-V/def2-TZVPD.

Element x y z (Å)
1 C -3.71943 -1.65724 -1.89254
2 H -7.33909 -3.49154 -4.01127
3 H 0.02687 1.42711 -2.90993
4 F -3.72503 1.50724 4.62715
5 H 1.18648 -1.98786 -1.46923
6 C 3.99065 2.54873 -3.03247
7 H -0.00478 1.61541 -0.32275
8 O -1.38712 -1.90960 -1.54858
9 O -2.11944 0.26511 -2.18308
10 F -5.27557 -0.05029 4.41807
11 F -3.26366 -0.58578 5.14211
12 C 5.62008 1.08385 7.35326
13 H 0.33883 -2.35352 -4.38529
14 C 3.13789 0.79894 2.96397
15 H 4.98595 3.75929 -4.49861
16 H 0.20695 -3.46074 -3.00397
17 C 1.43192 1.12992 1.23745
18 H -1.55365 -2.13096 1.01710
19 H -1.61124 -0.97168 -5.26997
20 C 4.29793 1.09449 7.80855
21 C 3.30513 1.24831 -1.11826
22 H 6.94748 0.43103 5.76384
23 C 3.26735 0.58237 7.01393
24 B -2.37113 -0.88098 -1.37007
25 H 2.73416 4.22146 -3.52590
26 C 0.93250 -0.19532 3.23078
27 C -0.30870 -2.66144 -3.55314
28 C 1.87396 3.03548 -1.94769
29 C -2.24731 -1.31803 1.22507
30 H -2.15128 -1.61099 3.36379
31 C 3.56741 0.06726 5.74957
32 C -5.15489 -3.41145 -2.49384
33 C -1.33260 -0.23428 -3.26505
34 O 2.49109 -0.43037 4.99026
35 C -3.67032 0.46988 0.48173
36 C -0.54828 -1.48598 -2.61649
37 H 3.37578 2.11336 1.30142
38 C -4.04651 0.74221 1.80365
39 C 4.27070 1.58088 -2.05995
40 C 4.84307 2.70129 -4.24938
41 H 5.82319 2.23200 -4.12091
42 H 2.23643 0.56557 7.36183
43 C -2.22834 -0.69504 -4.40654
44 H 5.11938 -0.49957 4.35849
45 C 4.89335 -0.02065 5.31311
46 C 0.52598 0.40792 2.06190
47 H 0.27407 -0.86004 3.79088
48 H -2.84960 -1.55687 -4.13052
49 C 2.85580 3.35335 -2.87666
50 C -3.93800 0.20645 4.25228
51 H -7.91772 -1.94968 -3.32952
52 C 2.70756 1.41322 1.80324
53 C 5.91752 0.50514 6.11726
54 H 4.17286 0.90043 3.27416
55 H 1.49774 -0.73653 -2.69851
56 C 0.76866 -1.10543 -1.96791
57 H -2.89324 0.12216 -4.70836
58 H -0.50358 0.31668 1.71735
59 C -2.78464 -0.55842 0.20036
60 H 3.48651 0.42182 -0.42520
61 C -5.83296 -2.35874 -3.07206
62 C 2.23366 0.04186 3.72090
63 H 4.06396 1.48951 8.79774
64 H -1.24053 -3.07919 -3.95581
65 H -6.96406 -1.95116 -4.83580
66 H 0.29877 0.58692 -4.46525
67 H 4.34859 2.22712 -5.11033
68 C -7.08613 -2.43550 -3.85815
69 C 2.06460 1.95304 -1.03814
70 H 0.95749 3.62282 -1.87389
71 C -3.50976 -0.03630 2.82552
72 H -3.33303 -3.72309 -1.27755
73 C -0.46081 0.91856 -3.74673
74 H 5.22988 1.06403 -2.05679
75 H -5.49769 -4.44181 -2.57342
76 C -3.95278 -3.01333 -1.80899
77 C 1.05699 1.52764 -0.08495
78 H 0.60535 -0.34382 -1.19552
79 H -4.09513 1.05513 -0.33446
80 H 6.41651 1.53291 7.95851
81 H -1.09558 1.65554 -4.24907
82 H -4.75231 1.53781 2.02738
83 C -2.59488 -1.03936 2.55548
84 S -5.02619 -0.84867 -2.69953

Computed properties:
F_max: 3.6 eV/Å
Multiplicity: 1
Lowest unoccupied orbital energy: -3.068 eV

Calculated calculated total energy (hartree), listed in the same order as above: -1304.07388; -1797.64838; -2419.16614